# 1
This record from OMol25 describes a structure of composition C53H65BBrF4N2OP2ReSi. The level of theory is ωB97M-V/def2-TZVPD.

```
131
Properties=species:S:1:pos:R:3:lowdin_charge:R:1
Re 0.585 -0.170 0.291 1.01
Br 0.685 -4.516 6.454 0.80
C 0.296 -3.640 4.836 -0.67
C -1.021 -3.429 4.455 -0.07
C -1.302 -2.810 3.250 -0.04
C -0.278 -2.388 2.415 -0.27
O -0.572 -1.861 1.186 -0.29
C 1.046 -2.516 2.832 -0.13
C 2.196 -1.877 2.248 -0.03
N 2.177 -0.791 1.545 -0.01
C 3.389 -0.052 1.398 -0.18
C 4.554 -0.301 2.074 0.02
C 5.691 0.502 1.863 -0.04
C 5.644 1.553 0.997 -0.01
C 4.446 1.852 0.308 -0.14
C 4.354 2.924 -0.606 0.02
C 3.173 3.131 -1.249 -0.02
C 2.088 2.283 -0.978 -0.16
N 2.107 1.278 -0.125 -0.06
C 3.308 1.052 0.520 -0.17
C 1.319 -3.190 4.030 -0.03
H -1.830 -3.761 5.092 0.12
H -2.333 -2.673 2.952 0.12
H 3.145 -2.277 2.582 0.13
H 4.630 -1.112 2.784 0.12
H 6.601 0.274 2.399 0.12
H 6.513 2.174 0.826 0.12
H 5.218 3.549 -0.788 0.13
H 3.044 3.925 -1.972 0.12
H 1.170 2.426 -1.508 0.07
H 2.348 -3.338 4.327 0.13
C -2.352 -4.131 0.864 -0.11
Si -1.887 -2.435 0.236 0.62
C -1.700 -2.632 -1.622 -0.21
C -2.723 -3.443 -2.140 -0.09
C -2.776 -3.794 -3.476 -0.05
C -1.772 -3.368 -4.335 -0.04
C -0.775 -2.542 -3.854 -0.08
C -0.750 -2.141 -2.517 -0.34
P 0.373 -0.798 -2.036 1.02
C 1.978 -1.194 -2.918 -0.36
C 2.289 -2.705 -3.129 -0.18
C 3.701 -3.076 -2.686 -0.19
C 4.759 -2.204 -3.354 -0.18
C 4.419 -0.706 -3.222 -0.17
C 3.193 -0.465 -2.342 -0.22
C -0.346 0.591 -3.042 -0.41
C -1.765 0.914 -2.543 -0.20
C -2.519 1.852 -3.498 -0.17
C -1.549 2.756 -4.248 -0.19
C -0.607 1.916 -5.129 -0.17
C -0.403 0.498 -4.571 -0.19
C -3.199 -1.138 0.549 -0.21
C -4.502 -1.637 0.456 -0.09
C -5.623 -0.829 0.529 -0.06
C -5.449 0.531 0.695 -0.05
C -4.168 1.050 0.800 -0.09
C -3.023 0.249 0.742 -0.31
P -1.377 1.103 0.954 1.03
C -1.847 2.853 0.425 -0.40
C -2.506 3.740 1.524 -0.20
C -1.545 4.792 2.075 -0.19
C -1.159 5.796 0.985 -0.18
C -1.054 5.101 -0.379 -0.18
C -0.698 3.625 -0.222 -0.23
C -1.165 1.351 2.803 -0.40
C -2.233 0.672 3.665 -0.18
C -2.032 1.002 5.143 -0.18
C -0.626 0.654 5.619 -0.19
C 0.418 1.369 4.770 -0.18
C 0.243 1.014 3.295 -0.22
H -3.337 -4.163 1.331 0.05
H -1.623 -4.510 1.576 0.04
H -2.338 -4.827 0.029 0.05
H -3.499 -3.828 -1.490 0.09
H -3.580 -4.419 -3.839 0.11
H -1.774 -3.670 -5.374 0.11
H -0.006 -2.200 -4.532 0.10
H 1.818 -0.747 -3.903 0.09
H 2.184 -2.934 -4.193 0.12
H 1.583 -3.341 -2.602 0.08
H 3.873 -4.127 -2.912 0.12
H 3.774 -2.998 -1.600 0.10
H 4.841 -2.473 -4.409 0.11
H 5.733 -2.412 -2.910 0.11
H 4.215 -0.273 -4.206 0.11
H 5.267 -0.148 -2.819 0.11
H 3.007 0.607 -2.302 0.08
H 3.383 -0.810 -1.322 0.10
H 0.317 1.431 -2.819 0.08
H -1.689 1.368 -1.557 0.03
H -2.331 -0.012 -2.409 0.11
H -3.252 2.437 -2.938 0.11
H -3.092 1.266 -4.221 0.12
H -0.970 3.341 -3.524 0.10
H -2.087 3.484 -4.856 0.11
H 0.364 2.413 -5.207 0.11
H -0.999 1.849 -6.145 0.11
H 0.492 0.063 -5.017 0.10
H -1.237 -0.145 -4.857 0.11
H -4.656 -2.700 0.315 0.09
H -6.613 -1.257 0.450 0.11
H -6.301 1.195 0.748 0.11
H -4.089 2.113 0.936 0.08
H -2.588 2.686 -0.362 0.09
H -2.924 3.151 2.341 0.09
H -3.358 4.258 1.072 0.13
H -0.644 4.305 2.461 0.10
H -1.999 5.303 2.925 0.12
H -0.211 6.272 1.242 0.11
H -1.901 6.594 0.936 0.11
H -0.315 5.601 -1.009 0.11
H -2.004 5.170 -0.918 0.12
H 0.224 3.521 0.359 0.11
H -0.518 3.197 -1.204 0.07
H -1.282 2.426 2.945 0.08
H -2.182 -0.411 3.523 0.10
H -3.231 0.975 3.346 0.11
H -2.783 0.479 5.739 0.12
H -2.206 2.074 5.297 0.12
H -0.471 -0.429 5.542 0.11
H -0.505 0.914 6.671 0.12
H 1.428 1.107 5.094 0.11
H 0.318 2.453 4.899 0.12
H 0.417 -0.057 3.188 0.08
H 0.993 1.534 2.689 0.10
F 1.904 -5.092 -0.987 0.17
B 1.753 -4.262 0.093 -1.26
F 1.371 -2.940 -0.356 0.04
F 0.743 -4.707 0.950 0.14
F 2.962 -4.104 0.801 0.12
```

Values from the calculation:
DFT total energy = -6292.31682 Ha
<S²> = 0.756
Multiplicity = 2
Charge = +1
HOMO energy (alpha / beta) = -10.211 / -9.913 eV
Frontier orbital gap (alpha / beta) = 6.56 / 6.27 eV



# 2
This record from OMol25 describes a structure of composition C53H66Br2Cl2N5O2RbS. The level of theory is ωB97M-V/def2-TZVPD.

```
132
Properties=species:S:1:pos:R:3:lowdin_charge:R:1
Rb 0.104 0.084 -0.308 0.82
C -2.565 6.375 -0.989 -0.10
C -2.443 5.137 -1.879 -0.21
C -2.395 3.863 -1.095 -0.14
C -3.385 2.957 -0.893 -0.14
C -4.758 2.944 -1.485 -0.20
C -4.806 2.082 -2.747 -0.09
C -2.809 1.904 -0.055 -0.27
N -1.531 2.181 0.224 0.04
C -1.224 3.347 -0.383 -0.26
C 0.035 3.941 -0.367 0.04
C 1.210 3.475 0.244 -0.28
C 2.479 4.197 0.283 -0.17
C 2.721 5.563 -0.284 -0.21
C 2.164 6.673 0.606 -0.09
C 3.337 3.410 0.998 -0.16
C 2.574 2.228 1.384 -0.26
C 3.038 1.203 2.223 0.04
C 2.322 0.129 2.751 -0.26
N 1.047 -0.195 2.438 0.07
C 0.675 -1.198 3.250 -0.28
C -0.600 -1.786 3.269 0.03
C -1.729 -1.387 2.549 -0.26
N -1.778 -0.321 1.731 0.05
C -3.029 -0.244 1.240 -0.27
C -3.496 0.765 0.396 0.03
C -3.847 -1.347 1.763 -0.14
C -3.035 -2.057 2.591 -0.14
C -3.376 -3.247 3.434 -0.21
C -3.639 -2.880 4.895 -0.10
C -5.307 -1.554 1.496 -0.21
C -6.184 -0.656 2.369 -0.10
C 1.782 -1.575 4.132 -0.14
C 2.819 -0.756 3.806 -0.15
C 4.160 -0.666 4.462 -0.21
C 4.193 0.407 5.554 -0.10
C 1.758 -2.669 5.153 -0.21
C 1.978 -4.050 4.533 -0.10
N 1.322 2.301 0.896 0.05
C 4.750 3.705 1.395 -0.21
C 4.856 4.298 2.799 -0.09
H -2.572 7.295 -1.580 0.06
H -1.732 6.426 -0.286 0.06
H -3.483 6.336 -0.398 0.07
H -1.542 5.220 -2.495 0.11
H -3.279 5.110 -2.584 0.10
H -5.079 3.964 -1.722 0.10
H -5.483 2.567 -0.756 0.10
H -4.155 2.501 -3.517 0.07
H -5.820 2.006 -3.153 0.06
H -4.433 1.078 -2.534 0.06
H 0.122 4.882 -0.905 0.10
H 2.272 5.635 -1.279 0.08
H 3.795 5.716 -0.433 0.10
H 1.093 6.536 0.761 0.06
H 2.326 7.662 0.169 0.06
H 2.636 6.652 1.591 0.06
H 4.066 1.294 2.563 0.09
H -0.728 -2.637 3.932 0.09
H -4.533 0.683 0.080 0.09
H -2.558 -3.974 3.390 0.10
H -4.251 -3.758 3.019 0.10
H -2.772 -2.374 5.322 0.07
H -3.855 -3.766 5.499 0.06
H -4.485 -2.194 4.978 0.06
H -5.572 -2.603 1.668 0.09
H -5.527 -1.358 0.442 0.10
H -6.019 -0.875 3.426 0.06
H -7.248 -0.785 2.153 0.06
H -5.923 0.392 2.213 0.07
H 4.934 -0.454 3.720 0.10
H 4.428 -1.636 4.895 0.10
H 3.926 1.379 5.136 0.06
H 5.180 0.485 6.018 0.06
H 3.461 0.178 6.331 0.07
H 0.802 -2.663 5.687 0.10
H 2.523 -2.488 5.915 0.10
H 1.199 -4.264 3.801 0.06
H 1.970 -4.841 5.289 0.06
H 2.934 -4.085 4.005 0.07
H 5.205 4.392 0.674 0.10
H 5.347 2.788 1.347 0.10
H 4.318 5.246 2.861 0.06
H 5.898 4.476 3.082 0.06
H 4.411 3.625 3.534 0.06
C 0.890 -3.308 0.562 -0.03
C 1.821 -3.926 -0.435 -0.32
C 2.582 -5.069 -0.109 -0.03
C 3.440 -5.589 -1.038 -0.05
C 3.552 -4.992 -2.311 -0.21
C 4.404 -5.458 -3.346 -0.66
Br 5.506 -6.989 -3.086 0.67
C 4.429 -4.817 -4.554 -0.22
C 3.632 -3.705 -4.796 -0.62
Br 3.715 -2.899 -6.520 0.67
C 2.742 -3.136 -3.855 -0.46
O 1.993 -2.166 -4.073 -0.09
C 2.744 -3.852 -2.555 -0.13
N 1.916 -3.360 -1.616 0.18
H 0.652 -3.998 1.372 0.07
H -0.045 -3.011 0.084 0.06
H 1.326 -2.415 1.015 0.06
H 2.479 -5.520 0.871 0.10
H 4.032 -6.467 -0.812 0.06
H 5.073 -5.176 -5.347 0.08
Cl 1.618 1.512 -2.676 0.58
C 3.116 2.425 -2.717 -0.96
Cl 2.988 3.882 -3.736 0.49
H 3.903 1.812 -3.137 0.03
H 3.339 2.771 -1.712 0.01
C -1.816 -4.137 -2.270 -0.11
C -2.505 -3.466 -3.451 -0.30
C -2.671 -1.958 -3.277 -0.34
S -1.056 -1.133 -3.170 0.89
O -1.322 0.235 -2.611 -0.67
C -0.638 -0.903 -4.919 -0.32
C -1.044 0.449 -5.481 -0.28
C -2.544 0.648 -5.624 -0.11
H -1.786 -5.220 -2.403 0.07
H -2.346 -3.926 -1.337 0.08
H -0.788 -3.788 -2.159 0.05
H -3.503 -3.891 -3.603 0.10
H -1.952 -3.676 -4.373 0.10
H -3.120 -1.725 -2.306 0.09
H -3.297 -1.513 -4.052 0.08
H -1.117 -1.728 -5.460 0.09
H 0.439 -1.063 -4.945 0.05
H -0.549 0.552 -6.452 0.11
H -0.625 1.227 -4.839 0.09
H -3.000 -0.142 -6.230 0.07
H -2.769 1.604 -6.102 0.07
H -3.024 0.654 -4.646 0.04
```

Values from the calculation:
ΔE to the lowest compared entry with this formula, charge and spin = 0.496 eV
DFT total energy = -8974.25056 Ha
Charge = -2
HOMO energy = -1.348 eV
Frontier orbital gap = 4.89 eV



# 3
This record from OMol25 describes a structure of composition C53H66Cl5FeN2OP3Si in a non-equilibrium geometry. The level of theory is ωB97M-V/def2-TZVPD.

```
132
Properties=species:S:1:pos:R:3:lowdin_charge:R:1
Fe -0.282 0.203 -0.272 0.17
C -3.872 2.123 2.197 -0.13
C -3.897 2.049 0.671 -0.49
C -5.351 1.993 0.210 -0.10
P -2.771 0.649 0.053 1.11
C -3.672 0.171 -1.504 -0.52
C -3.173 -1.188 -1.997 -0.11
C -3.384 1.289 -2.510 -0.11
C -3.254 -0.590 1.289 -0.41
C -4.497 -1.216 1.356 -0.11
C -4.818 -1.998 2.454 -0.08
C -3.904 -2.146 3.490 -0.07
C -2.658 -1.545 3.408 -0.11
C -2.304 -0.768 2.305 -0.29
Si -0.543 0.026 2.133 0.61
C -0.580 1.363 3.513 -0.30
C -1.409 1.469 4.627 -0.09
C -1.263 2.536 5.500 -0.07
C -0.267 3.483 5.287 -0.08
C 0.573 3.387 4.192 -0.15
C 0.391 2.354 3.281 -0.41
P 1.358 1.846 1.802 0.88
C 2.587 3.253 1.438 -0.45
C 3.453 3.011 0.198 -0.12
C 1.979 4.653 1.307 -0.10
C 2.667 0.817 2.911 -0.47
C 4.110 0.738 2.410 -0.14
C 2.705 1.223 4.383 -0.10
C 0.423 -1.511 2.756 -0.31
C 0.732 -1.687 4.106 -0.12
C 1.492 -2.762 4.536 -0.07
C 1.983 -3.665 3.603 -0.07
C 1.654 -3.529 2.263 -0.10
C 0.847 -2.476 1.827 -0.36
P 0.123 -2.333 0.140 1.09
C -0.914 -3.914 0.103 -0.51
C -2.072 -3.845 1.089 -0.11
C -0.179 -5.235 0.330 -0.11
C 1.416 -2.748 -1.159 -0.54
C 2.714 -3.435 -0.743 -0.10
C 0.768 -3.432 -2.365 -0.11
H -4.300 3.071 2.529 0.08
H -2.864 2.057 2.590 0.02
H -4.459 1.310 2.629 0.08
H -3.456 2.964 0.277 0.04
H -5.836 1.068 0.527 0.07
H -5.459 2.105 -0.868 0.06
H -5.887 2.822 0.678 0.09
H -4.744 0.106 -1.313 0.09
H -2.092 -1.165 -2.128 0.04
H -3.640 -1.448 -2.950 0.08
H -3.408 -1.972 -1.274 0.07
H -2.307 1.379 -2.655 0.05
H -3.748 2.254 -2.152 0.07
H -3.861 1.090 -3.473 0.09
H -5.215 -1.109 0.552 0.10
H -5.781 -2.490 2.507 0.10
H -4.163 -2.747 4.353 0.11
H -1.938 -1.693 4.205 0.10
H -2.164 0.712 4.808 0.10
H -1.918 2.624 6.359 0.10
H -0.157 4.311 5.977 0.10
H 1.349 4.129 4.045 0.11
H 3.228 3.256 2.327 0.09
H 2.814 2.840 -0.669 0.05
H 4.119 2.161 0.309 0.03
H 4.057 3.902 0.004 0.09
H 1.549 4.808 0.317 0.08
H 2.775 5.390 1.442 0.09
H 1.210 4.853 2.048 0.03
H 2.259 -0.186 2.857 0.04
H 4.634 1.690 2.505 0.07
H 4.177 0.390 1.384 0.01
H 4.637 0.008 3.031 0.08
H 3.019 2.261 4.513 0.08
H 3.434 0.589 4.895 0.09
H 1.750 1.090 4.883 0.06
H 0.390 -0.950 4.825 0.10
H 1.717 -2.890 5.588 0.10
H 2.617 -4.484 3.919 0.10
H 2.045 -4.249 1.563 0.08
H -1.333 -3.913 -0.909 0.09
H -1.701 -3.768 2.112 0.08
H -2.681 -4.750 1.017 0.09
H -2.710 -2.991 0.892 0.04
H 0.103 -5.336 1.377 0.07
H 0.712 -5.340 -0.287 0.05
H -0.853 -6.059 0.086 0.08
H 1.700 -1.752 -1.487 0.01
H 3.181 -2.907 0.088 0.07
H 3.403 -3.404 -1.590 0.07
H 2.577 -4.482 -0.471 0.06
H 0.530 -4.479 -2.177 0.07
H 1.460 -3.398 -3.208 0.07
H -0.148 -2.915 -2.657 0.06
Cl 2.055 0.152 0.205 0.48
C 0.447 2.154 -0.882 -0.30
C 0.094 2.552 0.409 -0.38
C -0.857 3.592 0.531 -0.63
Cl -1.434 4.295 2.013 0.79
C -1.380 4.209 -0.612 -0.72
Cl -2.614 5.418 -0.479 0.67
C -0.878 3.916 -1.873 -0.72
Cl -1.421 4.801 -3.256 0.66
C 0.059 2.903 -1.975 -0.68
Cl 0.834 2.692 -3.525 0.74
C 2.039 -0.037 -6.691 0.00
N 1.034 -0.303 -5.687 -0.05
N 1.304 -0.356 -4.327 0.06
C 0.108 -0.295 -3.623 -0.44
O 0.006 -0.340 -2.382 -0.11
C -0.905 -0.227 -4.626 0.05
C -0.303 -0.196 -5.847 -0.26
C -0.910 -0.044 -7.195 0.00
C 2.625 -0.532 -3.859 -0.21
C 3.445 -1.516 -4.408 -0.05
C 4.749 -1.647 -3.962 -0.08
C 5.227 -0.826 -2.948 -0.08
C 4.398 0.135 -2.391 -0.07
C 3.103 0.300 -2.856 -0.05
H 2.964 0.277 -6.218 0.10
H 1.702 0.763 -7.350 0.09
H 2.239 -0.923 -7.296 0.10
H -1.961 -0.181 -4.444 0.10
H -1.994 -0.052 -7.112 0.09
H -0.601 -0.849 -7.863 0.09
H -0.611 0.903 -7.648 0.09
H 3.065 -2.183 -5.172 0.12
H 5.391 -2.399 -4.401 0.10
H 6.241 -0.951 -2.593 0.10
H 4.758 0.771 -1.593 0.10
H 2.448 1.052 -2.437 0.04
```

Values from the calculation:
DFT total energy = -7122.09510 Ha
<S²> = 6.060
Multiplicity = 5
HOMO energy (alpha / beta) = -5.942 / -7.002 eV
Frontier orbital gap (alpha / beta) = 5.99 / 7.01 eV